# C36H52CdN3OP2

C36H52CdN3OP2 as an isolated structure at a distorted geometry (ωB97M-V/def2-TZVPD, the OMol25 dataset).

Cartesian coordinates (Å):
C 2.36619 0.29272 2.21637
C 1.52564 2.19141 1.17567
C 3.15510 1.06682 3.07125
C 2.13587 3.02520 2.12165
C 2.99094 2.45220 3.06206
H 3.89677 0.57067 3.69370
H 2.03215 4.09704 1.99678
H 3.55347 3.08842 3.74085
N 1.47532 0.85473 1.38389
P 0.97423 -2.08435 1.79012
P -0.01036 2.81797 -1.49563
C 2.56345 -1.21387 2.09769
H 3.23283 -1.44280 1.25136
H 3.07991 -1.60254 2.98287
C 1.41465 2.71022 -0.23924
H 1.96334 3.65667 -0.34166
C 0.65940 3.71907 -2.99509
C -1.81749 2.92727 -1.17761
C 1.51192 -3.67066 0.92105
C 0.39634 -2.31467 3.58475
C 0.60911 2.75113 -4.18924
H -0.39888 2.37308 -4.38851
H 0.94967 3.28480 -5.08739
H 1.28020 1.89702 -4.04762
C -0.15871 4.99250 -3.28928
H -1.20701 4.79296 -3.53799
H -0.10329 5.70053 -2.45028
H 0.28462 5.49519 -4.16159
C 2.12673 4.18069 -2.83442
H 2.41168 4.71659 -3.75118
H 2.25188 4.88772 -2.00692
H 2.83279 3.34946 -2.71821
C -2.54099 2.57864 -2.48728
H -2.26043 1.58189 -2.85135
H -3.62110 2.57377 -2.28792
H -2.35698 3.31266 -3.27946
C -2.28624 1.95251 -0.07900
H -2.30624 0.91487 -0.43752
H -1.68162 2.03046 0.83402
H -3.32391 2.20083 0.19078
C -2.14974 4.36285 -0.72554
H -1.94875 5.10318 -1.50712
H -3.22142 4.41618 -0.48940
H -1.58439 4.63534 0.17723
C -0.71720 -3.37242 3.61699
H -1.10496 -3.42212 4.64640
H -1.55647 -3.11481 2.95780
H -0.34340 -4.37332 3.36028
C -0.15681 -0.95566 4.05406
H 0.62128 -0.18098 4.05971
H -0.99310 -0.61248 3.43230
H -0.52229 -1.07719 5.08561
C 1.51922 -2.71795 4.55280
H 1.05440 -2.94868 5.52326
H 2.06741 -3.60908 4.22992
H 2.23119 -1.90224 4.72886
C 2.37059 -3.31272 -0.30891
H 3.37366 -2.96590 -0.02577
H 2.49655 -4.22245 -0.91661
H 1.90673 -2.54866 -0.95140
C 0.25278 -4.42671 0.45779
H -0.34765 -3.82864 -0.24083
H 0.57740 -5.34125 -0.06113
H -0.38508 -4.72454 1.29955
C 2.33533 -4.54806 1.86922
H 3.21665 -4.02184 2.26267
H 1.73926 -4.94084 2.70340
H 2.69892 -5.41375 1.29463
Cd -0.16710 -0.50765 0.04412
C -2.02910 -0.90793 1.33624
O -3.03036 -1.18249 1.84121
N 0.46249 1.16572 -1.65852
C 1.64814 1.63259 -1.12475
C 2.94654 1.07615 -1.45935
C 3.02489 0.03152 -2.40167
C 4.12602 1.67889 -0.96171
C 4.26770 -0.36502 -2.88142
H 2.08392 -0.41094 -2.74348
C 5.35954 1.29615 -1.48605
H 4.05244 2.44882 -0.18866
C 5.43499 0.27377 -2.43857
H 4.31684 -1.16249 -3.62228
H 6.27067 1.80584 -1.15830
H 6.40135 -0.01851 -2.84585
C -2.79199 -3.02165 -3.74243
C -1.41616 -2.77925 -3.75406
C -0.81902 -2.16318 -2.65087
N -1.53644 -1.77299 -1.57156
C -2.86088 -2.04330 -1.54164
C -3.51787 -2.65733 -2.61020
H -3.28123 -3.48952 -4.59609
H -0.78354 -3.05714 -4.59191
H 0.25557 -1.96532 -2.62564
H -3.41261 -1.76910 -0.63814
H -4.58979 -2.83687 -2.52380

Results
Energy above the lowest of the compared OMol25 structures with the same formula, charge and spin: 3.5142 eV
Charge: +1
E: -67827.022 eV

=====

# C36H52N3OP2Sn

C36H52N3OP2Sn as an isolated structure at a distorted geometry (ωB97M-V/def2-TZVPD, the OMol25 dataset).

Cartesian coordinates (Å):
C -1.67900 -1.22749 -1.84182
C 0.60774 -1.58507 -1.62668
C -1.76259 -2.07760 -2.94952
C 0.54232 -2.61570 -2.58983
C -0.64331 -2.87210 -3.25885
H -2.68452 -2.13056 -3.55143
H 1.48819 -3.11482 -2.82397
H -0.66940 -3.65718 -4.02822
N -0.57129 -1.13715 -1.08372
P -2.87869 0.25887 0.17295
P 3.19744 -0.13022 -0.56215
C -2.81895 -0.24016 -1.58032
H -2.64473 0.67453 -2.17108
H -3.79147 -0.63234 -1.93738
C 0.02297 2.76205 2.38639
O 0.68092 3.63671 2.78942
C 1.90553 -0.88529 -1.64890
H 2.62289 -1.28774 -2.54681
C 4.64137 0.57207 -1.54650
C 3.46804 -0.86555 1.13702
C -3.52732 2.01586 0.21161
C -3.91576 -1.11148 0.94016
C 4.56210 2.09483 -1.31108
H 4.53725 2.35387 -0.24645
H 5.43662 2.58482 -1.75418
H 3.66942 2.52077 -1.78124
C 5.98969 0.02120 -1.07214
H 6.18097 0.15564 -0.00368
H 6.11896 -1.03929 -1.31379
H 6.79554 0.55883 -1.59307
C 4.49387 0.30122 -3.04837
H 5.43258 0.57473 -3.55226
H 4.30700 -0.75651 -3.28399
H 3.69511 0.91252 -3.49043
C 4.10206 0.29684 1.91854
H 3.40017 1.13416 2.00188
H 4.35938 -0.02899 2.92820
H 5.01320 0.68611 1.45745
C 2.14912 -1.29926 1.79583
H 1.61139 -0.43558 2.22852
H 1.48216 -1.83263 1.10110
H 2.34001 -1.98112 2.64433
C 4.38781 -2.08612 0.98742
H 5.39745 -1.84050 0.65144
H 4.47539 -2.59195 1.95523
H 3.97603 -2.82334 0.28296
C -4.35900 -0.67567 2.34267
H -4.91791 -1.50838 2.79680
H -3.49623 -0.46387 2.98976
H -5.02617 0.19741 2.31991
C -3.02542 -2.36165 1.05799
H -2.62755 -2.68611 0.08799
H -2.19127 -2.19628 1.75328
H -3.63794 -3.18287 1.46034
C -5.13384 -1.44319 0.06434
H -5.75992 -2.15942 0.61620
H -5.75225 -0.56522 -0.16125
H -4.84767 -1.92745 -0.87714
C -2.68438 2.88086 -0.75445
H -2.91833 2.66250 -1.80607
H -2.93029 3.93913 -0.57421
H -1.60045 2.75821 -0.60179
C -3.41732 2.59006 1.63970
H -2.37486 2.64952 1.98936
H -3.83373 3.60993 1.61282
H -4.00389 2.00564 2.36206
C -4.99985 1.99903 -0.21987
H -5.14308 1.56801 -1.22170
H -5.63701 1.46380 0.49940
H -5.35229 3.04113 -0.25167
Sn -0.43918 0.30088 1.02872
N 0.93209 1.18547 -0.29790
C 1.60511 0.68012 -1.31246
C 1.40250 1.35780 -2.66454
C 1.13461 2.74691 -2.55053
C 1.27907 0.71412 -3.92179
C 0.95717 3.52223 -3.70734
H 1.10037 3.12207 -1.52434
C 1.05308 1.49887 -5.08103
H 1.39563 -0.37363 -4.01423
C 0.95229 2.89555 -4.95906
H 0.82752 4.61679 -3.56509
H 0.96457 1.00283 -6.07956
H 0.83992 3.52624 -5.84775
C -1.42371 -2.23547 6.41258
C -1.56139 -0.89457 6.04282
C -1.36875 -0.54577 4.69667
N -1.08812 -1.44684 3.74470
C -0.90938 -2.72418 4.11088
C -1.08935 -3.17183 5.42933
H -1.56999 -2.54300 7.44876
H -1.81560 -0.10899 6.75207
H -1.43311 0.50754 4.37957
H -0.61120 -3.42665 3.32024
H -0.96714 -4.23153 5.64214

Results
Energy above the lowest of the compared OMol25 structures with the same formula, charge and spin: 4.9836 eV
Charge: +3
E: -69072.588 eV

=====

# C36H52N4O3

One molecule with the formula C36H52N4O3 at a distorted geometry (ωB97M-V/def2-TZVPD, the OMol25 dataset).

Cartesian coordinates (Å):
C -4.19342 1.39243 -2.09722
C -3.19325 0.35071 -1.68672
C -3.85105 -0.72954 -0.86846
N -2.18108 0.93525 -0.74033
N -2.55784 1.01344 0.53794
N -1.74549 1.89603 1.11944
C -1.99076 2.05756 2.60020
C -1.80476 0.71423 3.25761
C -3.41118 2.49059 2.83308
C -0.87657 2.42421 0.20876
C 0.02036 3.59176 0.61461
C 0.81044 4.08018 -0.58893
C 1.01029 3.15790 1.69761
C -0.80597 4.75413 1.17482
C -1.08757 1.73589 -1.00111
C -0.58468 1.86529 -2.41437
H -5.00945 0.89425 -2.61601
H -4.60940 1.90927 -1.22582
H -3.75500 2.12356 -2.77364
H -2.61067 -0.02762 -2.53783
H -4.69492 -1.15907 -1.40323
H -3.16115 -1.54253 -0.64309
H -4.21626 -0.31596 0.07788
H -1.27494 2.80181 2.93533
H -2.18169 0.77441 4.28247
H -2.38220 -0.03338 2.70213
H -0.75849 0.39800 3.28163
H -3.67593 2.26056 3.86817
H -3.55898 3.55698 2.66737
H -4.08119 1.94247 2.16548
H 0.13774 4.35246 -1.40126
H 1.37090 4.99158 -0.36489
H 1.53016 3.33498 -0.93286
H 0.50147 2.70127 2.54736
H 1.71220 2.41332 1.31791
H 1.57832 4.01548 2.08285
H -1.37628 4.47868 2.06589
H -0.14044 5.57876 1.45178
H -1.49361 5.13624 0.41905
H 0.16688 2.66183 -2.42752
H -1.46975 2.03893 -3.12001
C -0.38892 3.72000 -8.75468
C -0.92848 2.54093 -7.92149
C -2.07925 3.06649 -7.06453
C -1.51015 1.51579 -8.91555
C 0.17670 1.90155 -7.05188
C 0.03853 1.81428 -5.68236
C 0.94779 1.14914 -4.86560
C 0.57126 0.91323 -3.40265
C 1.78957 1.04717 -2.52883
C 1.87004 0.50775 -1.29780
C 3.02016 -0.06180 -0.66501
C 2.91396 -0.23012 0.74163
C 3.93718 -0.78712 1.49132
C 5.09318 -1.26046 0.84918
N 6.14442 -1.83557 1.60962
O 7.17891 -2.25759 1.04776
O 6.00055 -1.89750 2.85372
C 5.21925 -1.14805 -0.55433
C 4.20528 -0.54163 -1.31345
C 2.17567 0.70669 -5.48485
C 2.38052 0.74425 -6.86362
C 3.62018 0.15365 -7.60447
C 3.24551 -0.96746 -8.60837
C 4.63933 -0.45430 -6.64766
C 4.38449 1.21833 -8.43259
C 1.35971 1.35883 -7.69532
O 1.49319 1.43275 -8.94590
H 0.41339 3.37999 -9.42380
H -1.20397 4.16006 -9.35762
H 0.01189 4.49292 -8.08460
H -2.51839 2.24294 -6.49191
H -1.70667 3.83787 -6.38204
H -2.85464 3.50379 -7.70942
H -1.92915 0.66420 -8.36201
H -2.31294 1.98213 -9.51437
H -0.72302 1.14813 -9.58835
H -0.82489 2.24818 -5.18213
H -0.13999 -0.00136 -3.26474
H 2.64981 1.66628 -2.88659
H 0.96570 0.42876 -0.69244
H 1.99629 0.07878 1.24979
H 3.87187 -0.88871 2.57423
H 6.12129 -1.55904 -1.00086
H 4.32092 -0.48288 -2.40710
H 2.96049 0.24817 -4.86158
H 2.60131 -0.57180 -9.40704
H 4.17654 -1.36735 -9.05516
H 2.71916 -1.78064 -8.08536
H 4.98778 0.28963 -5.92651
H 4.21588 -1.31466 -6.12178
H 5.50254 -0.79580 -7.23812
H 4.70629 2.04243 -7.77748
H 5.27733 0.74135 -8.88153
H 3.74343 1.61772 -9.23202

Results
Charge: 0
E: -50270.673 eV

=====

# C36H52N4OP3SSeTi

C36H52N4OP3SSeTi as an isolated structure (ωB97M-V/def2-TZVPD, the OMol25 dataset).

Cartesian coordinates (Å):
Ti 0.08632 0.26496 0.62804
C -3.81182 -0.98095 4.65369
C -4.25038 -1.41184 3.26392
N -3.28272 -2.30321 2.60459
C -3.48718 -3.75474 2.81137
C -2.56524 -4.35599 3.85869
C -2.24160 -1.83787 1.91087
S -2.08148 -0.11204 1.78146
N -1.45851 -2.84272 1.40467
C -0.42390 -2.70013 0.60917
O 0.06325 -1.61531 0.16479
C 0.30300 -3.95197 0.21217
C -0.19582 -5.19766 0.57823
C 0.50061 -6.34909 0.24187
C 1.69649 -6.25362 -0.45765
C 2.19294 -5.01055 -0.82528
C 1.49544 -3.85749 -0.49314
H -4.57834 -0.34874 5.10424
H -2.88394 -0.41032 4.60780
H -3.65975 -1.83864 5.30967
H -4.41064 -0.54750 2.62424
H -5.19059 -1.95795 3.31234
H -3.36439 -4.25623 1.85541
H -4.52522 -3.86823 3.11767
H -1.52123 -4.22871 3.57751
H -2.76473 -5.42529 3.95013
H -2.72069 -3.90444 4.83914
H -1.12681 -5.25195 1.12532
H 0.10936 -7.31729 0.52535
H 2.24120 -7.15222 -0.71892
H 3.12373 -4.93895 -1.37343
H 1.86142 -2.88496 -0.79203
C 0.67166 -0.57611 4.35700
P 1.44485 -0.42341 2.71807
C 2.45621 -1.94313 2.62642
C 2.73837 0.85837 2.98191
C 3.49570 1.13169 1.67543
P 2.34864 1.62223 0.31711
C 2.32243 3.44216 0.48719
C 3.36948 1.36443 -1.16857
H 1.41045 -0.73719 5.14400
H -0.02313 -1.41763 4.34500
H 0.09361 0.32186 4.57946
H 3.16103 -2.00116 3.45828
H 3.00402 -1.98600 1.68500
H 1.80587 -2.81936 2.65631
H 3.42335 0.55247 3.77613
H 2.23885 1.77148 3.32408
H 4.02550 0.23230 1.35152
H 4.24729 1.91257 1.81217
H 3.20399 3.87662 0.01331
H 2.32602 3.71225 1.54418
H 1.43340 3.87463 0.02951
H 4.38826 1.71187 -0.98636
H 2.94235 1.92259 -2.00232
H 3.37181 0.31024 -1.44408
C -1.20498 0.32594 -5.31569
N 0.19037 -0.04708 -5.51302
C 0.87481 0.07307 -6.71030
C 2.10650 -0.43206 -6.51271
N 2.16264 -0.85244 -5.19515
C 3.29458 -1.51471 -4.56377
C 0.98423 -0.62064 -4.57775
Se 0.56354 -1.03968 -2.81321
H -1.79117 -0.03705 -6.15703
H -1.30139 1.40709 -5.23128
H -1.54112 -0.14595 -4.39612
H 0.42171 0.50161 -7.58656
H 2.94258 -0.53562 -7.18081
H 4.12497 -1.50673 -5.26479
H 3.02822 -2.53714 -4.30404
H 3.56658 -0.98387 -3.65469
C -2.82592 1.65833 -1.54668
P -1.19831 2.03529 -0.81687
C -1.61024 3.06074 0.64661
C -0.82240 2.90467 1.78809
C -1.08472 3.60754 2.95483
C -2.15275 4.49145 2.99358
C -2.95925 4.65046 1.87416
C -2.69176 3.93670 0.71490
C -0.44713 3.23342 -1.97851
C 0.43364 2.74258 -2.94270
C 1.05965 3.60308 -3.83516
C 0.82576 4.96938 -3.76963
C -0.04152 5.46908 -2.80709
C -0.67104 4.60875 -1.91790
H -3.28298 2.53656 -2.00138
H -3.47127 1.25566 -0.76632
H -2.68896 0.88809 -2.30625
H 0.02150 2.20397 1.83466
H -0.46544 3.45666 3.83020
H -2.36992 5.04408 3.89858
H -3.80011 5.33102 1.90453
H -3.34462 4.05924 -0.14169
H 0.63363 1.67684 -2.97956
H 1.74204 3.20166 -4.57605
H 1.32086 5.64306 -4.45713
H -0.23039 6.53304 -2.74302
H -1.32926 5.03178 -1.16992

Results
Energy above the lowest of the compared OMol25 structures with the same formula, charge and spin: 0.9767 eV
Charge: +1
2S+1: 3
E: -173345.977 eV